# 1
The following is a quantum chemistry calculation of C25H20BrNO3 in the gas phase in a non-equilibrium geometry, from the Open Molecules 2025 dataset.

molecular weight: 462.34 Da
SMILES: O=C(CCc1nc(-c2ccccc2)c(-c2ccccc2)o1)OCc1ccc(Br)cc1
E_tot: -103925.7394 eV

Cartesian coordinates (Å):
O1 -1.19 -4.67 -0.46
C1 -1.84 -3.69 -0.22
C2 -2.88 -3.59 0.88
C3 -2.33 -2.74 2.04
C4 -1.99 -1.37 1.57
N1 -0.84 -0.80 1.62
C5 -1.00 0.43 1.02
C6 0.13 1.33 0.85
C7 0.24 2.15 -0.26
C8 1.32 3.00 -0.40
C9 2.31 3.03 0.57
C10 2.22 2.19 1.67
C11 1.14 1.34 1.81
C12 -2.32 0.54 0.64
C13 -3.11 1.59 0.03
C14 -2.81 2.94 0.24
C15 -3.59 3.92 -0.34
C16 -4.68 3.58 -1.12
C17 -5.00 2.25 -1.32
C18 -4.22 1.26 -0.75
O2 -2.94 -0.62 0.99
O3 -1.75 -2.53 -0.87
C19 -0.76 -2.42 -1.90
C20 0.48 -1.71 -1.41
C21 1.00 -0.63 -2.11
C22 2.17 -0.03 -1.71
C23 2.82 -0.50 -0.58
Br1 4.46 0.28 -0.05
C24 2.30 -1.55 0.16
C25 1.14 -2.16 -0.27
H1 -3.11 -4.60 1.24
H2 -3.78 -3.12 0.49
H3 -1.43 -3.19 2.46
H4 -3.09 -2.68 2.83
H5 -0.53 2.12 -1.03
H6 1.40 3.63 -1.27
H7 3.16 3.69 0.46
H8 3.00 2.20 2.42
H9 1.06 0.68 2.66
H10 -1.97 3.21 0.86
H11 -3.35 4.96 -0.17
H12 -5.29 4.35 -1.57
H13 -5.85 1.98 -1.93
H14 -4.46 0.22 -0.90
H15 -1.23 -1.85 -2.71
H16 -0.50 -3.43 -2.24
H17 0.49 -0.27 -2.99
H18 2.59 0.80 -2.26
H19 2.81 -1.90 1.04
H20 0.75 -3.00 0.29

# 2
The following is a quantum chemistry calculation of 2 unconnected molecules or ions with the total composition C5H12NP in a non-equilibrium geometry, from the Open Molecules 2025 dataset.

molecular weight: 117.13 Da
E_tot: -16154.0744 eV

Cartesian coordinates (Å):
C1 1.90 -1.05 0.41
C2 0.65 -0.98 1.18
C3 0.76 -0.18 -0.12
C4 0.89 1.32 0.00
C5 0.03 -0.66 -1.25
N1 -2.45 -1.13 -0.12
P1 -3.26 0.19 0.32
H1 2.77 -0.52 0.78
H2 2.13 -1.95 -0.12
H3 -0.03 -1.82 1.17
H4 0.61 -0.39 2.09
H5 1.41 1.73 -0.87
H6 1.45 1.60 0.89
H7 -0.09 1.78 0.06
H8 -0.38 0.02 -1.97
H9 0.00 -1.71 -1.46
H10 -2.83 -1.59 -0.93
H11 -2.35 0.70 1.25
H12 -3.02 1.21 -0.63

# 3
The following is a quantum chemistry calculation of a molecular structure, C27H47BrNO4PtS3Si3, from the Open Molecules 2025 dataset.

molecular weight: 905.12 Da
E_tot: -167876.8901 eV
net charge: -1

Cartesian coordinates (Å):
Pt1 3.05 -1.13 0.21
O1 3.06 -1.42 2.57
N1 4.20 -1.13 3.14
C1 4.28 -1.24 4.49
C2 5.42 -0.96 5.18
C3 6.56 -0.56 4.47
C4 6.48 -0.47 3.11
C5 5.30 -0.77 2.41
S1 5.25 -0.69 0.68
H1 3.35 -1.55 4.94
H2 5.43 -1.06 6.25
H3 7.48 -0.33 4.98
H4 7.33 -0.15 2.52
C6 4.64 -0.80 -2.94
Si1 2.90 -1.01 -2.23
C7 1.73 -1.70 -3.56
C8 2.24 0.84 -2.36
C9 1.91 1.35 -3.62
C10 1.41 2.64 -3.79
C11 1.22 3.46 -2.69
C12 1.56 2.99 -1.43
C13 2.07 1.70 -1.26
Si2 2.67 1.13 0.41
C14 1.46 1.33 1.83
C15 4.06 2.33 0.83
H5 4.59 -0.17 -3.83
H6 5.08 -1.76 -3.21
H7 5.31 -0.31 -2.22
H8 2.16 -1.49 -4.55
H9 0.75 -1.20 -3.52
H10 1.58 -2.77 -3.49
H11 2.03 0.74 -4.51
H12 1.15 2.99 -4.78
H13 0.81 4.46 -2.81
H14 1.42 3.64 -0.57
H15 1.01 2.33 1.81
H16 2.00 1.21 2.77
H17 0.65 0.60 1.81
H18 3.61 3.33 0.85
H19 4.85 2.32 0.08
H20 4.51 2.14 1.81
C16 -3.60 2.98 0.20
C17 -4.26 1.68 -0.29
C18 -4.56 1.90 -1.78
C19 -5.59 1.50 0.45
Si3 -3.10 0.15 -0.06
Br1 -1.08 0.86 -0.74
C20 -2.89 -0.38 1.78
C21 -2.73 0.86 2.68
C22 -4.10 -1.19 2.28
C23 -1.62 -1.22 1.99
C24 -3.55 -1.32 -1.22
C25 -5.06 -1.62 -1.19
C26 -2.80 -2.59 -0.80
C27 -3.13 -1.04 -2.67
H21 -4.30 3.81 0.02
H22 -2.68 3.19 -0.34
H23 -3.37 2.97 1.26
H24 -5.15 2.82 -1.88
H25 -5.15 1.09 -2.22
H26 -3.65 2.02 -2.37
H27 -6.25 2.34 0.22
H28 -5.46 1.48 1.53
H29 -6.11 0.59 0.16
H30 -3.65 1.46 2.73
H31 -1.91 1.50 2.35
H32 -2.50 0.53 3.69
H33 -5.04 -0.65 2.18
H34 -3.95 -1.42 3.34
H35 -4.19 -2.14 1.75
H36 -0.72 -0.69 1.68
H37 -1.64 -2.16 1.45
H38 -1.53 -1.44 3.05
H39 -5.42 -1.81 -0.17
H40 -5.25 -2.52 -1.78
H41 -5.65 -0.81 -1.62
H42 -3.13 -2.97 0.17
H43 -1.72 -2.45 -0.76
H44 -3.00 -3.38 -1.54
H45 -3.57 -0.14 -3.09
H46 -3.45 -1.89 -3.29
H47 -2.05 -0.96 -2.76
O2 3.23 -3.87 0.39
S2 2.49 -3.73 -0.85
O3 3.36 -3.04 -1.88
O4 1.83 -4.90 -1.36
S3 1.07 -2.24 -0.46

# 4
The following is a quantum chemistry calculation of 5 unconnected molecules or ions with the total composition C4H17NO6 in a non-equilibrium geometry, from the Open Molecules 2025 dataset.

molecular weight: 175.18 Da
SMILES: CCC(=O)NCO.O.O.O.O
E_tot: -18197.8410 eV

Cartesian coordinates (Å):
C1 1.94 0.46 1.48
C2 0.67 1.21 0.85
C3 1.03 2.08 -0.35
O1 1.18 3.25 -0.19
N1 1.08 1.45 -1.68
C4 1.27 0.04 -1.80
O2 -0.06 -0.57 -2.07
H1 1.81 0.59 2.56
H2 1.86 -0.61 1.39
H3 2.78 1.00 1.08
H4 0.12 1.82 1.65
H5 -0.15 0.60 0.48
H6 0.94 1.98 -2.54
H7 1.97 -0.19 -2.71
H8 1.69 -0.41 -0.82
H9 0.15 -1.52 -2.15
O3 -2.65 0.29 1.87
H10 -2.41 0.70 1.02
H11 -1.77 -0.13 2.23
O4 -0.50 -1.73 2.06
H12 -0.93 -2.18 1.33
H13 0.13 -2.46 2.37
O5 -0.92 -2.66 -1.06
H14 -1.79 -2.86 -1.22
H15 -0.74 -1.76 -0.72
O6 -2.27 0.29 -0.74
H16 -1.50 0.35 -1.36
H17 -2.92 0.97 -0.94

# 5
The following is a quantum chemistry calculation of 7 unconnected molecules or ions with the total composition C42H35N7O14 in a non-equilibrium geometry, from the Open Molecules 2025 dataset.

molecular weight: 861.78 Da
SMILES: O=[N+]([O-])c1ccccc1.O=[N+]([O-])c1ccccc1.O=[N+]([O-])c1ccccc1.O=[N+]([O-])c1ccccc1.O=[N+]([O-])c1ccccc1.O=[N+]([O-])c1ccccc1.O=[N+]([O-])c1ccccc1
E_tot: -83197.1986 eV

Cartesian coordinates (Å):
O1 2.37 -4.43 -0.43
N1 2.97 -3.61 -1.06
O2 4.07 -3.15 -0.72
C1 2.32 -3.11 -2.26
C2 1.21 -3.79 -2.70
C3 0.51 -3.30 -3.85
C4 1.11 -2.19 -4.50
C5 2.36 -1.65 -4.07
C6 2.93 -2.10 -2.91
H1 0.88 -4.64 -2.11
H2 -0.40 -3.76 -4.18
H3 0.61 -1.79 -5.40
H4 2.80 -0.83 -4.63
H5 3.91 -1.72 -2.56
O3 1.21 2.70 2.25
N2 0.09 2.47 1.80
O4 -0.55 3.25 1.11
C7 -0.74 1.40 2.41
C8 -1.98 1.17 1.89
C9 -2.63 -0.03 2.33
C10 -2.09 -0.84 3.36
C11 -0.91 -0.45 4.01
C12 -0.19 0.65 3.47
H6 -2.34 1.73 1.02
H7 -3.54 -0.30 1.78
H8 -2.56 -1.84 3.66
H9 -0.53 -0.95 4.83
H10 0.76 0.99 3.78
O5 -6.72 -0.14 -1.13
N3 -6.46 0.86 -0.48
O6 -5.83 0.89 0.56
C13 -6.92 2.13 -1.00
C14 -7.45 2.11 -2.31
C15 -7.93 3.31 -2.89
C16 -7.95 4.44 -2.11
C17 -7.54 4.40 -0.79
C18 -6.98 3.29 -0.25
H11 -7.53 1.24 -3.01
H12 -8.17 3.18 -3.91
H13 -8.26 5.38 -2.54
H14 -7.51 5.30 -0.25
H15 -6.70 3.29 0.82
O7 3.72 2.49 4.51
N4 3.84 1.49 3.84
O8 3.25 0.46 4.19
C19 4.53 1.54 2.57
C20 4.79 2.78 1.96
C21 5.44 2.84 0.71
C22 5.89 1.66 0.15
C23 5.65 0.42 0.83
C24 5.00 0.33 2.03
H16 4.42 3.70 2.44
H17 5.66 3.79 0.27
H18 6.41 1.60 -0.78
H19 6.09 -0.50 0.39
H20 4.93 -0.67 2.47
O9 -1.99 -2.12 -1.57
N5 -1.06 -2.34 -0.81
O10 -0.95 -3.38 -0.10
C25 -0.03 -1.29 -0.68
C26 0.97 -1.32 0.30
C27 1.83 -0.26 0.41
C28 1.72 0.78 -0.47
C29 0.77 0.84 -1.50
C30 -0.14 -0.23 -1.56
H21 1.14 -2.27 0.91
H22 2.53 -0.28 1.23
H23 2.39 1.61 -0.40
H24 0.68 1.73 -2.10
H25 -1.00 -0.24 -2.30
O11 1.56 -2.59 6.16
N6 1.77 -3.00 5.05
O12 0.91 -3.48 4.30
C31 3.14 -3.04 4.51
C32 4.16 -2.47 5.25
C33 5.48 -2.52 4.77
C34 5.71 -3.09 3.56
C35 4.69 -3.70 2.80
C36 3.37 -3.60 3.25
H26 3.87 -2.00 6.22
H27 6.33 -2.11 5.31
H28 6.71 -3.11 3.21
H29 4.88 -4.15 1.83
H30 2.60 -4.03 2.65
O13 -3.82 2.91 -1.17
N7 -3.22 3.09 -2.17
O14 -2.61 4.13 -2.40
C37 -3.09 2.02 -3.17
C38 -2.24 2.31 -4.21
C39 -2.07 1.30 -5.16
C40 -2.77 0.12 -5.10
C41 -3.58 -0.17 -4.02
C42 -3.79 0.83 -3.06
H31 -1.63 3.19 -4.25
H32 -1.41 1.48 -6.03
H33 -2.54 -0.64 -5.82
H34 -4.13 -1.06 -3.94
H35 -4.54 0.66 -2.32

# 6
The following is a quantum chemistry calculation of C5H7NO in the gas phase in a non-equilibrium geometry, from the Open Molecules 2025 dataset.

molecular weight: 97.12 Da
SMILES: C=C(CC#N)OC
E_tot: -8832.6416 eV

Cartesian coordinates (Å):
C1 -1.04 -1.57 0.09
C2 -0.17 -0.68 -0.32
C3 1.63 -0.86 -0.62
C4 2.06 0.06 0.33
N1 2.25 0.86 1.09
O1 -0.46 0.70 -0.49
C5 -0.61 1.32 0.83
H1 -2.09 -1.17 0.14
H2 -0.96 -2.60 0.27
H3 1.81 -1.87 -0.32
H4 1.93 -0.75 -1.73
H5 -0.74 0.44 1.46
H6 -1.49 1.88 0.71
H7 0.23 1.81 1.27

# 7
The following is a quantum chemistry calculation of a molecular structure, C20H33HfN2O2S2Te in a non-equilibrium geometry, from the Open Molecules 2025 dataset.

molecular weight: 703.72 Da
E_tot: -58585.8889 eV
net charge: +3

Cartesian coordinates (Å):
Hf1 0.44 1.74 1.21
O1 0.44 0.55 3.03
S1 0.68 -0.92 2.81
C1 1.98 -1.00 1.54
C2 1.77 -1.97 0.39
C3 2.76 -1.76 -0.77
C4 2.89 -0.34 -1.32
S2 1.35 0.51 -1.79
O2 0.44 0.55 -0.59
C5 0.68 -0.71 -2.94
C6 -0.51 -1.39 -2.65
C7 -1.02 -2.34 -3.54
C8 -0.34 -2.60 -4.73
C9 0.83 -1.92 -5.03
C10 1.34 -0.97 -4.14
C11 -0.79 -1.51 1.95
C12 -1.69 -0.62 1.37
C13 -2.85 -1.09 0.74
C14 -3.11 -2.45 0.70
C15 -2.23 -3.35 1.29
C16 -1.07 -2.88 1.93
H1 2.90 -1.25 2.06
H2 2.10 0.03 1.19
H3 0.76 -1.90 -0.03
H4 1.87 -3.00 0.76
H5 2.49 -2.45 -1.58
H6 3.76 -2.08 -0.43
H7 3.54 -0.35 -2.21
H8 3.39 0.31 -0.60
H9 -1.04 -1.19 -1.72
H10 -1.94 -2.86 -3.30
H11 -0.74 -3.34 -5.42
H12 1.35 -2.12 -5.97
H13 2.25 -0.44 -4.41
H14 -1.49 0.45 1.39
H15 -3.53 -0.38 0.28
H16 -4.01 -2.82 0.21
H17 -2.44 -4.42 1.27
H18 -0.40 -3.59 2.40
N1 2.68 1.78 1.21
C17 2.81 3.18 0.81
C18 1.89 4.10 1.61
N2 0.48 3.97 1.21
H19 3.02 1.69 2.18
H20 3.12 1.21 0.53
H21 2.60 3.27 -0.26
H22 3.85 3.49 0.96
H23 2.19 5.14 1.47
H24 1.98 3.89 2.69
H25 0.40 4.31 0.24
H26 -0.08 4.41 1.89
C19 -4.02 0.76 2.38
Te1 -2.52 1.74 1.21
C20 -4.02 2.71 0.04
H27 -4.64 0.11 1.73
H28 -4.64 1.52 2.91
H29 -3.52 0.13 3.14
H30 -4.64 3.36 0.69
H31 -4.64 1.96 -0.48
H32 -3.52 3.35 -0.72
H33 0.44 -0.23 1.21